1.
52
Properties=species:S:1:pos:R:3 method="wB97M-V/def2-TZVPD" homo_energy_ev=-3.60 charge=-1
C 2.687 2.161 1.757
C 2.185 0.831 2.378
B 0.613 0.664 2.361
O -0.074 1.322 3.357
Sb -0.535 -0.625 0.873
C -1.601 -2.125 -0.334
C -3.109 -1.873 -0.520
C -3.997 -3.132 -0.518
F -3.349 -4.308 -0.366
Br -4.913 -3.260 -2.287
C -5.138 -3.107 0.544
F -5.703 -4.333 0.610
F -6.119 -2.288 0.146
Br -4.519 -2.673 2.319
O 0.799 -0.120 -0.744
C 1.723 -1.007 -0.996
O 1.529 -2.188 -1.287
C 3.165 -0.520 -0.964
C 3.567 0.758 -1.279
C 4.889 1.116 -1.189
C 5.840 0.214 -0.783
C 5.457 -1.084 -0.500
C 4.133 -1.429 -0.592
P -2.098 1.277 0.216
C -1.104 2.841 0.509
C -2.502 1.286 -1.611
C -2.730 2.712 -2.184
H 2.841 2.899 2.551
H 1.990 2.574 1.023
H 3.671 2.034 1.296
H 2.713 -0.027 1.946
H 2.490 0.841 3.438
H -1.016 1.302 3.137
H -1.636 -1.014 2.206
H 0.587 -1.928 1.322
H -1.146 -2.223 -1.325
H -1.400 -3.086 0.151
H -3.515 -1.188 0.236
H -3.232 -1.414 -1.498
H 2.831 1.487 -1.604
H 5.225 2.120 -1.434
H 6.890 0.472 -0.677
H 6.165 -1.852 -0.204
H 3.841 -2.450 -0.365
H -1.087 3.091 1.571
H -1.561 3.705 0.016
H -0.086 2.725 0.113
H -1.744 0.800 -2.237
H -3.476 0.800 -1.705
H -3.430 2.707 -3.025
H -1.797 3.212 -2.450
H -3.218 3.301 -1.396

---

2.
19
Properties=species:S:1:pos:R:3 method="wB97M-V/def2-TZVPD" homo_energy_ev=-9.96 e_above_lowest_kj_mol=82.5 charge=0
C -0.932 1.563 1.894
C -1.217 0.285 1.105
C -0.191 0.195 -0.024
O 1.134 0.336 0.502
C -0.239 -1.010 -0.960
C 0.956 -0.920 -1.915
O 2.157 -1.400 -1.323
H -1.599 1.701 2.749
H 0.102 1.538 2.245
H -1.028 2.436 1.236
H -2.232 0.306 0.684
H -1.160 -0.600 1.754
H -0.342 1.085 -0.652
H 1.461 -0.554 0.695
H -1.177 -1.016 -1.531
H -0.193 -1.960 -0.407
H 1.074 0.134 -2.206
H 0.787 -1.498 -2.828
H 2.640 -0.623 -1.016

---

3.
60
Properties=species:S:1:pos:R:3 method="wB97M-V/def2-TZVPD" homo_energy_ev=-13.33 e_above_lowest_kj_mol=0.0 charge=+2
P 0.099 -1.850 -2.907
P 0.268 1.401 -2.780
C -0.197 -0.846 -4.445
C 0.499 0.512 -4.400
H -1.290 -0.723 -4.535
H 0.167 -1.445 -5.298
H 1.589 0.396 -4.528
H 0.109 1.184 -5.183
C -1.418 2.094 -3.119
H -1.681 2.811 -2.326
H -2.170 1.288 -3.125
H -1.414 2.605 -4.094
C 1.338 2.811 -3.227
H 0.980 3.279 -4.153
H 2.357 2.426 -3.372
H 1.347 3.543 -2.409
C -0.919 -3.276 -3.420
H -0.845 -4.066 -2.660
H -0.593 -3.658 -4.395
H -1.965 -2.944 -3.483
C 1.810 -2.431 -3.316
H 2.517 -1.586 -3.286
H 1.828 -2.892 -4.316
H 2.123 -3.173 -2.565
Ti -0.195 -0.479 2.460
C 0.829 1.046 1.265
C -0.549 1.164 0.984
C -1.305 0.523 -0.142
C -1.889 -0.900 0.060
C -1.027 -1.811 0.887
C 0.369 -1.875 0.793
C 1.255 -1.060 -0.099
C 1.814 0.273 0.444
C 0.967 -1.628 3.678
H 1.265 1.762 1.958
H -1.076 1.994 1.449
H -0.668 0.480 -1.048
H -2.150 1.180 -0.404
H -2.896 -0.819 0.506
H -2.068 -1.330 -0.947
H -1.555 -2.640 1.381
H 0.866 -2.737 1.247
H 0.713 -0.811 -1.045
H 2.121 -1.678 -0.410
H 2.743 0.091 1.020
H 2.147 0.871 -0.428
H 1.742 -0.998 4.145
H 1.413 -2.492 3.165
H 0.269 -1.976 4.473
Cl -2.461 -0.260 3.573
C -1.496 0.837 4.642
C -0.198 0.976 4.231
C 0.728 1.676 4.997
Cl 2.372 1.779 4.514
C 0.290 2.298 6.197
Cl 1.412 3.147 7.173
C -1.078 2.210 6.580
Cl -1.619 3.021 7.977
C -1.990 1.444 5.804
Cl -3.633 1.265 6.263

---

4.
14
Properties=species:S:1:pos:R:3 method="wB97M-V/def2-TZVPD" spin_multiplicity=8 homo_energy_ev="-22.23 / -25.46" charge=+3 s2=16.78
O -2.274 -0.537 1.173
S -1.759 0.293 0.008
O -1.184 1.534 0.460
F -3.030 0.668 -0.827
N -0.817 -0.591 -1.046
C 0.648 -0.392 -0.880
F 1.213 -1.277 -1.713
F 1.085 0.835 -1.290
C 1.242 -0.655 0.579
F 1.542 0.585 1.311
F 2.434 -1.212 0.408
F 0.536 -1.502 1.316
H -1.075 -0.267 -2.007
Gd 1.438 2.517 2.508

---

5.
18
Properties=species:S:1:pos:R:3 method="wB97M-V/def2-TZVPD" homo_energy_ev=-4.90 e_above_lowest_kj_mol=157.8 charge=-1
C -1.466 0.369 -0.970
C -0.200 0.855 -1.319
C -1.829 -0.517 0.104
C 1.017 0.635 -0.688
C 5.419 -1.474 -0.847
C -1.629 -0.318 1.374
C 2.006 0.172 -0.166
O 5.727 -1.958 0.152
O 5.052 -1.124 -1.869
O -2.019 -1.247 2.244
O 2.979 -0.208 0.627
Cl 5.331 1.430 -0.275
H -2.278 0.910 -1.553
H -0.093 1.599 -2.140
H -2.158 -1.477 -0.181
H -1.359 0.763 1.781
H -1.410 -1.106 2.952
H 3.817 0.329 0.548

---

6.
21
Properties=species:S:1:pos:R:3 method="wB97M-V/def2-TZVPD" homo_energy_ev=-19.22 e_above_lowest_kj_mol=103.2 charge=+2
C -0.616 -1.361 -0.406
C -0.767 0.101 -0.839
C 1.303 -0.848 -1.353
C -0.743 0.122 1.319
C -1.028 0.720 2.630
C 1.212 1.584 -1.391
N 0.544 -1.905 -1.064
N -0.160 -0.962 0.915
N 0.655 0.263 -1.110
O -1.029 0.865 0.290
H -1.570 -2.047 -0.574
H -1.348 0.522 -1.764
H 2.306 -0.795 -1.673
H -1.649 -0.077 3.048
H -0.068 0.747 3.327
H -1.491 1.619 2.597
H 1.932 1.567 -2.252
H 0.379 2.294 -1.691
H 1.419 2.101 -0.447
H 0.804 -2.860 -1.116
H -0.087 -1.653 1.555

---

7.
74
Properties=species:S:1:pos:R:3 method="wB97M-V/def2-TZVPD" homo_energy_ev=-10.23 e_above_lowest_kj_mol=96.9 charge=+1
Zr -0.247 0.049 -0.142
C 1.446 -3.104 -2.824
C 0.755 -3.061 -1.462
C 1.713 -3.614 -0.406
O 0.281 -1.795 -1.232
H 1.992 -4.040 -2.971
H 2.084 -2.228 -2.950
H 0.771 -3.148 -3.685
H -0.106 -3.743 -1.541
H 1.833 -4.687 -0.561
H 1.385 -3.488 0.629
H 2.669 -3.084 -0.394
C 2.941 -0.008 2.932
C 1.700 -0.829 2.680
C 0.717 -0.401 3.841
O 1.173 -0.620 1.430
H 3.375 -0.331 3.877
H 2.596 1.026 2.896
H 3.659 -0.152 2.120
H 1.845 -1.907 2.851
H -0.226 -0.950 3.937
H 0.466 0.657 3.768
H 1.092 -0.651 4.839
C -2.808 3.007 2.287
C -2.536 1.521 1.998
C -3.901 0.845 1.655
O -1.581 1.331 1.038
H -3.051 3.661 1.445
H -1.983 3.477 2.826
H -3.679 3.141 2.933
H -2.165 1.103 2.943
H -4.497 0.964 2.570
H -4.021 -0.243 1.704
H -4.427 1.269 0.800
C -1.628 -2.611 1.757
O -1.556 -1.588 1.066
N -0.647 -3.139 2.534
N -2.551 -3.545 1.439
H -0.557 -4.062 2.917
H 0.143 -2.572 2.802
H -2.339 -4.420 1.884
H -3.226 -3.518 0.700
C 1.632 3.244 0.881
O 0.948 2.237 0.673
N 1.094 4.437 1.296
N 2.925 3.332 0.622
H 0.203 4.556 1.740
H 1.725 5.213 1.230
H 3.310 2.656 -0.019
H 3.535 4.065 0.935
C -2.966 -0.536 -2.100
O -2.133 -0.505 -1.199
N -4.202 -0.016 -2.004
N -2.689 -1.077 -3.314
H -4.917 -0.147 -2.693
H -4.370 0.197 -1.027
H -3.367 -1.023 -4.050
H -1.879 -1.679 -3.323
C -0.294 1.864 -3.077
O -0.435 1.382 -1.951
N -0.100 1.214 -4.221
N -0.450 3.222 -3.232
H 0.003 1.757 -5.061
H -0.191 0.218 -4.348
H -1.144 3.645 -2.640
H 0.378 3.735 -3.488
C 2.869 0.505 -1.617
O 1.758 0.531 -1.092
N 3.044 0.449 -2.935
N 4.023 0.480 -0.901
H 3.898 0.730 -3.382
H 2.142 0.382 -3.384
H 4.846 0.105 -1.340
H 3.901 0.320 0.090

---

8.
91
Properties=species:S:1:pos:R:3 method="wB97M-V/def2-TZVPD" spin_multiplicity=6 homo_energy_ev="-4.03 / -4.03" e_above_lowest_kj_mol=129.2 charge=-1 s2=8.76
C -1.594 1.287 -4.011
C -2.692 0.297 -3.790
H -0.957 0.956 -4.848
H -0.966 1.390 -3.112
H -2.012 2.271 -4.292
C -3.453 -0.113 -4.822
C -3.245 0.334 -6.229
H -4.323 -0.756 -4.670
H -2.188 0.260 -6.518
H -3.563 1.373 -6.418
H -3.823 -0.298 -6.913
Mn 0.254 1.394 0.930
Cl -1.928 1.701 0.524
C -0.541 0.307 3.385
O 0.358 0.023 2.545
N -1.093 -0.588 4.200
C -0.567 -1.952 4.223
C -2.454 -0.360 4.671
H -0.954 1.328 3.469
H 0.507 -1.913 4.426
H -0.762 -2.474 3.266
H -1.064 -2.476 5.049
H -2.499 0.641 5.107
H -2.703 -1.099 5.438
H -3.187 -0.430 3.847
H 3.601 -0.702 3.552
H 5.096 1.534 3.872
C 3.858 -0.591 2.489
C 5.216 1.463 2.782
N 4.070 0.811 2.160
H 3.063 -1.004 1.872
C 3.257 1.465 1.335
O 2.267 0.951 0.751
H 5.312 2.470 2.366
H 3.490 2.532 1.181
H 4.795 -1.137 2.325
H 6.131 0.891 2.584
H 4.762 0.851 -3.108
H 2.617 -0.986 -3.288
C 5.225 -0.118 -3.342
C 3.391 -1.764 -3.249
N 4.570 -1.209 -2.639
H 6.280 -0.072 -3.039
C 4.927 -1.516 -1.366
O 4.295 -2.252 -0.613
H 3.020 -2.597 -2.652
H 5.873 -1.020 -1.075
H 5.170 -0.293 -4.427
H 3.602 -2.078 -4.275
O -1.766 -0.390 -1.630
C -2.960 -0.074 -2.331
C -4.032 -2.316 -2.834
C -4.037 -1.123 -2.120
H -3.293 -2.470 -3.623
C -4.988 -3.306 -2.576
H -3.297 0.852 -1.839
C -5.032 -0.912 -1.161
H -4.927 -4.266 -3.088
C -6.022 -3.074 -1.668
C -6.028 -1.867 -0.951
H -5.036 0.042 -0.620
H -6.774 -3.834 -1.474
H -6.794 -1.683 -0.192
Si -0.610 -1.635 -1.098
Cl 0.868 -0.482 -2.026
C -0.607 -3.086 -2.313
C -1.792 -1.871 0.446
C 0.750 -2.337 0.231
H -1.562 -3.624 -2.282
H 0.192 -3.792 -2.045
H -0.405 -2.796 -3.349
H 1.783 -2.203 -0.147
H 0.558 -3.414 0.358
H 0.713 -1.900 1.238
H -2.719 -2.348 0.092
H -2.041 -0.880 0.844
H -1.406 -2.483 1.274
F 1.449 2.210 4.451
C 1.760 3.488 4.106
F 1.597 4.282 5.200
F 3.091 3.487 3.806
C 0.878 3.966 2.886
O 0.805 3.028 1.955
C -0.543 4.388 3.449
F -0.508 5.535 4.184
F -1.441 4.530 2.455
F -1.017 3.409 4.280
C 1.532 5.253 2.266
F 1.847 6.177 3.208
F 2.673 4.941 1.606
F 0.700 5.847 1.379

---

Question: Which of these has the highest charge?
Answer: C2HF6GdNO2S